Record 1
Here is a 9-piece molecular cluster, C47H83BrN2O16S8 overall from the Open Molecules 2025 dataset. Energies are from ωB97M-V/def2-TZVPD.

```
! RIJCOSX wB97M-V def2-TZVPD def2/J DEFGRID3
* xyz 0 1
C 1.23 -0.09 -0.20
C 0.39 1.19 -0.05
C -0.05 1.90 -1.35
C -1.39 2.64 -1.13
C -0.22 0.94 -2.51
C -1.11 -0.10 -2.34
C -1.32 -1.06 -3.34
N -2.19 -2.09 -3.12
C -2.32 -2.93 -4.10
C -1.64 -2.80 -5.34
N -0.82 -1.82 -5.59
C -0.64 -0.93 -4.56
C 0.25 0.15 -4.73
C 0.47 1.08 -3.75
C 1.39 2.24 -4.07
C 2.89 1.99 -3.91
C 3.41 0.73 -4.56
Br 3.48 2.02 -2.05
H 1.79 -0.14 -1.13
H 1.93 -0.20 0.62
H 0.57 -0.96 -0.20
H -0.50 0.94 0.53
H 0.95 1.92 0.55
H 0.68 2.67 -1.60
H -1.92 2.73 -2.08
H -1.26 3.63 -0.69
H -2.04 2.07 -0.47
H -1.66 -0.21 -1.41
H -2.98 -3.78 -3.96
H -1.82 -3.53 -6.11
H 0.74 0.24 -5.69
H 1.12 3.08 -3.44
H 1.21 2.52 -5.11
H 3.39 2.85 -4.36
H 3.13 0.65 -5.61
H 4.50 0.74 -4.52
H 3.09 -0.16 -4.00
C 7.98 3.47 -7.05
C 7.86 2.02 -7.54
C 6.43 1.55 -7.22
S 5.40 3.02 -7.24
O 4.89 3.22 -5.90
O 4.50 2.99 -8.37
C 6.73 4.18 -7.55
H 8.88 3.95 -7.42
H 8.01 3.49 -5.96
H 8.03 1.99 -8.62
H 8.59 1.37 -7.07
H 6.04 0.85 -7.96
H 6.36 1.12 -6.23
H 6.51 5.11 -7.03
H 6.76 4.35 -8.62
C -7.04 1.88 -2.18
C -5.82 1.86 -3.12
C -4.57 1.94 -2.24
S -5.03 1.20 -0.66
O -4.97 2.21 0.37
O -4.33 -0.06 -0.48
C -6.73 0.88 -1.07
H -7.96 1.62 -2.71
H -7.17 2.88 -1.76
H -5.81 0.93 -3.69
H -5.84 2.68 -3.83
H -3.73 1.38 -2.65
H -4.27 2.96 -2.04
H -7.34 1.00 -0.18
H -6.80 -0.15 -1.43
C 5.15 -1.05 4.78
C 5.97 0.23 4.55
C 5.62 0.74 3.15
S 3.94 0.18 2.81
O 3.98 -0.76 1.72
O 3.03 1.30 2.77
C 3.73 -0.73 4.33
H 5.18 -1.37 5.82
H 5.56 -1.86 4.17
H 5.70 0.97 5.30
H 7.04 0.05 4.64
H 5.64 1.83 3.08
H 6.26 0.32 2.38
H 3.12 -1.61 4.13
H 3.23 -0.07 5.04
C -6.95 -2.39 3.30
C -8.20 -3.28 3.38
C -9.18 -2.78 2.30
S -8.16 -2.08 1.00
O -8.42 -0.66 0.91
O -8.23 -2.90 -0.18
C -6.59 -2.32 1.82
H -6.13 -2.80 3.89
H -7.17 -1.40 3.69
H -7.93 -4.32 3.18
H -8.66 -3.23 4.37
H -9.78 -3.58 1.87
H -9.83 -1.99 2.67
H -5.93 -1.49 1.56
H -6.17 -3.26 1.45
C -4.82 -2.49 8.16
C -5.67 -2.01 9.34
C -7.06 -1.64 8.78
S -7.30 -2.68 7.33
O -7.36 -1.83 6.16
O -8.34 -3.64 7.58
C -5.70 -3.47 7.38
H -3.90 -2.96 8.49
H -4.55 -1.64 7.52
H -5.77 -2.81 10.07
H -5.22 -1.15 9.84
H -7.86 -1.84 9.49
H -7.10 -0.60 8.45
H -5.36 -3.65 6.36
H -5.82 -4.41 7.91
C 10.85 -1.55 7.84
C 11.67 -0.27 7.62
C 11.33 0.27 6.23
S 9.65 -0.28 5.89
O 9.66 -1.20 4.78
O 8.76 0.86 5.89
C 9.43 -1.21 7.40
H 10.88 -1.87 8.88
H 11.25 -2.35 7.22
H 11.40 0.47 8.38
H 12.74 -0.45 7.72
H 11.35 1.35 6.17
H 11.97 -0.16 5.46
H 8.81 -2.08 7.20
H 8.93 -0.55 8.12
C 0.80 4.42 3.28
C 0.27 5.29 2.14
C 0.85 6.70 2.33
S 2.42 6.48 3.19
O 2.33 7.08 4.50
O 3.51 6.81 2.31
C 2.30 4.70 3.36
H 0.62 3.36 3.11
H 0.32 4.70 4.22
H 0.61 4.88 1.18
H -0.81 5.31 2.12
H 1.05 7.21 1.39
H 0.22 7.32 2.97
H 2.76 4.41 4.31
H 2.83 4.25 2.53
C -5.75 -4.79 -7.55
C -5.27 -4.58 -9.00
C -3.81 -5.04 -9.06
S -3.63 -6.30 -7.79
O -2.72 -5.81 -6.78
O -3.42 -7.59 -8.40
C -5.30 -6.19 -7.16
H -6.83 -4.68 -7.47
H -5.29 -4.04 -6.90
H -5.88 -5.18 -9.67
H -5.36 -3.54 -9.31
H -3.54 -5.48 -10.02
H -3.12 -4.24 -8.82
H -5.28 -6.36 -6.08
H -5.89 -6.96 -7.65
*
```

E_LUMO: 0.453 eV
Kohn-Sham gap: 8.75 eV
SMILES: CC[C@H](C)c1cc2nccnc2cc1C[C@H](C)Br.O=S1(=O)CCCC1.O=S1(=O)CCCC1.O=S1(=O)CCCC1.O=S1(=O)CCCC1.O=S1(=O)CCCC1.O=S1(=O)CCCC1.O=S1(=O)CCCC1.O=S1(=O)CCCC1

***

Record 2
Here is a 7-piece molecular cluster, C38H29O17P overall from the Open Molecules 2025 dataset. Energies are from ωB97M-V/def2-TZVPD.

```
! RIJCOSX wB97M-V def2-TZVPD def2/J DEFGRID3
* xyz 0 1
O -0.13 1.58 1.59
C 0.06 2.07 0.36
O -0.67 3.20 -0.25
C -2.02 3.36 0.30
P -3.34 2.20 -0.51
O -3.46 2.60 -2.06
O -4.89 2.65 0.20
O -2.95 0.50 -0.28
H 0.92 1.58 -0.30
H -2.10 3.30 1.46
H -2.36 4.47 0.00
H -4.83 2.53 1.22
H -3.33 0.19 0.61
C 3.42 1.16 1.86
C 4.29 1.33 2.86
C 5.74 1.45 2.60
O 6.54 1.61 3.51
C 6.19 1.38 1.19
C 5.32 1.21 0.19
C 3.87 1.09 0.45
O 3.07 0.93 -0.46
H 2.36 1.07 2.03
H 3.98 1.39 3.89
H 7.26 1.47 1.02
H 5.63 1.15 -0.84
C -6.76 -1.90 1.81
C -5.80 -0.97 1.81
C -5.56 -0.12 2.99
O -4.69 0.74 3.00
C -6.43 -0.33 4.17
C -7.39 -1.27 4.17
C -7.62 -2.12 2.98
O -8.50 -2.97 2.98
H -6.94 -2.53 0.95
H -5.15 -0.80 0.96
H -6.25 0.30 5.03
H -8.03 -1.44 5.02
C -4.95 -4.82 4.39
C -5.25 -5.62 5.42
C -4.52 -5.52 6.70
O -4.79 -6.26 7.64
C -3.44 -4.51 6.80
C -3.15 -3.71 5.77
C -3.88 -3.81 4.49
O -3.61 -3.07 3.55
H -5.48 -4.87 3.45
H -6.03 -6.36 5.37
H -2.92 -4.46 7.74
H -2.36 -2.97 5.82
C 1.88 -1.63 -1.12
C 0.68 -2.05 -1.54
C 0.52 -3.38 -2.17
O -0.57 -3.77 -2.55
C 1.72 -4.22 -2.31
C 2.92 -3.80 -1.89
C 3.09 -2.47 -1.26
O 4.18 -2.08 -0.88
H 2.02 -0.66 -0.66
H -0.21 -1.45 -1.45
H 1.59 -5.19 -2.77
H 3.81 -4.40 -1.98
C 5.43 5.49 -4.14
C 5.26 4.17 -4.03
C 5.82 3.42 -2.89
O 5.66 2.21 -2.79
C 6.58 4.18 -1.88
C 6.75 5.50 -1.99
C 6.19 6.25 -3.13
O 6.34 7.46 -3.22
H 5.02 6.06 -4.97
H 4.70 3.60 -4.76
H 6.98 3.61 -1.05
H 7.30 6.07 -1.25
C -0.64 -0.42 -6.08
C -0.63 0.82 -5.56
C 0.62 1.41 -5.02
O 0.63 2.54 -4.55
C 1.84 0.59 -5.09
C 1.83 -0.64 -5.60
C 0.59 -1.24 -6.14
O 0.58 -2.36 -6.61
H -1.54 -0.87 -6.47
H -1.52 1.43 -5.51
H 2.75 1.04 -4.69
H 2.72 -1.25 -5.66
*
```

E_LUMO: -2.181 eV
Kohn-Sham gap: 7.97 eV
SMILES: O=C1C=CC(=O)C=C1.O=C1C=CC(=O)C=C1.O=C1C=CC(=O)C=C1.O=C1C=CC(=O)C=C1.O=C1C=CC(=O)C=C1.O=C1C=CC(=O)C=C1.O=COCP(=O)(O)O

***

Record 3
Here is C20H16Cl2F6N6NiO6S2 as an isolated structure from the Open Molecules 2025 dataset. Energies are from ωB97M-V/def2-TZVPD.

```
! RIJCOSX wB97M-V def2-TZVPD def2/J DEFGRID3
* xyz 0 3
Ni -0.05 -0.01 0.75
C 2.10 2.14 0.97
N 0.66 2.09 1.23
C -0.15 3.08 0.50
C -1.00 2.42 -0.54
N -1.09 1.13 -0.66
C -2.01 0.88 -1.67
C -2.47 -0.32 -2.20
C -3.39 -0.24 -3.22
C -3.85 0.99 -3.71
C -3.40 2.19 -3.19
C -2.46 2.11 -2.17
N -1.79 3.07 -1.42
C 2.40 1.25 -0.20
N 1.55 0.34 -0.58
C 2.15 -0.35 -1.62
C 1.70 -1.44 -2.37
C 2.52 -1.91 -3.37
C 3.77 -1.32 -3.62
C 4.24 -0.26 -2.88
C 3.41 0.21 -1.87
N 3.54 1.23 -0.94
H 2.62 1.75 1.84
H 2.45 3.16 0.78
H 0.50 2.22 2.22
H 0.49 3.85 0.05
H -0.81 3.58 1.21
H -2.12 -1.26 -1.79
H -3.78 -1.15 -3.65
H -4.59 1.00 -4.50
H -3.76 3.14 -3.57
H -1.92 4.07 -1.49
H 0.75 -1.90 -2.13
H 2.21 -2.76 -3.96
H 4.39 -1.72 -4.42
H 5.22 0.17 -3.06
H 4.35 1.80 -0.79
F -1.80 -4.19 0.26
C -2.57 -3.68 1.24
F -2.78 -4.61 2.15
F -3.75 -3.33 0.71
S -1.72 -2.20 1.94
O -1.57 -1.41 0.70
O -2.62 -1.71 2.93
N -0.44 -2.93 2.50
S 0.96 -2.88 1.81
O 1.04 -1.92 0.70
O 1.47 -4.19 1.55
C 2.18 -2.20 3.05
F 1.81 -2.43 4.29
F 2.41 -0.89 2.88
F 3.34 -2.83 2.82
Cl -2.45 1.88 2.28
C -1.63 1.58 3.81
Cl -0.59 3.00 4.20
C -0.69 0.34 3.87
O -0.47 -0.07 4.99
O -0.14 -0.07 2.78
H -2.37 1.50 4.59
*
```

E_LUMO (alpha / beta): -0.118 / -0.131 eV
Kohn-Sham gap (alpha / beta): 9.20 / 9.19 eV
Energy above the lowest of the compared OMol25 structures with the same formula, charge and spin: 0.500 eV